{"formula": "C37H38FNO4PdSb", "method": "wB97M-V/def2-TZVPD", "elements": ["Sb", "Pd", "F", "O", "O", "O", "O", "N", "C", "C", "C", "C", "C", "C", "C", "C", "C", "C", "C", "C", "C", "C", "C", "C", "C", "C", "C", "C", "C", "C", "C", "C", "C", "C", "C", "C", "C", "C", "C", "C", "C", "C", "C", "C", "C", "H", "H", "H", "H", "H", "H", "H", "H", "H", "H", "H", "H", "H", "H", "H", "H", "H", "H", "H", "H", "H", "H", "H", "H", "H", "H", "H", "H", "H", "H", "H", "H", "H", "H", "H", "H", "H", "H"], "coordinates": [[1.5321, -1.0283, -0.5312], [0.8571, 1.5634, 0.0097], [-4.5210, 3.1140, -4.0194], [-1.0084, 2.1306, -0.6815], [-1.1911, 0.5537, 3.2445], [0.2047, 1.4066, 1.7833], [2.8312, 1.7689, 0.9393], [-4.5390, 1.0800, 1.0720], [-5.8159, 0.8117, 1.7923], [2.6624, 0.8322, -2.7170], [0.6640, -5.5300, -2.2812], [1.7059, -1.1982, 2.4029], [-6.8500, 0.3125, 0.7972], [3.0924, 3.0776, 1.5186], [5.0137, -1.5207, 0.5088], [2.1455, -1.2295, 3.7186], [4.7671, -0.8108, -3.5444], [-3.3949, 0.9180, 1.7165], [-3.3338, 1.9663, -0.8157], [-5.7661, 1.7474, -0.9259], [1.5034, -3.3053, -2.5664], [1.1308, -2.9841, -1.2602], [2.8792, -0.3931, -2.0711], [-7.0734, 1.3456, -0.2961], [-6.2460, 2.0565, 2.5559], [-4.5035, 2.6208, -2.7748], [4.3901, -1.4329, 2.9080], [-0.0315, -3.6380, 0.9228], [3.9156, -1.2091, -2.5257], [-3.3169, 2.4847, -2.1182], [1.2726, -4.5746, -3.0775], [-1.0072, 1.0205, 2.1378], [0.2595, -5.2012, -0.9979], [4.5779, 0.4227, -4.1440], [2.5855, -1.2955, 1.3236], [-5.7203, 2.2554, -2.2023], [1.4888, 1.7421, -2.4225], [3.4996, -1.3480, 3.9694], [3.5265, 1.2273, -3.7351], [-2.0786, 1.7852, -0.0945], [0.4686, -3.9312, -0.4671], [-2.1521, 1.2373, 1.2034], [4.3284, 3.0315, 2.3810], [3.9663, -1.4091, 1.5805], [-4.5492, 1.6062, -0.2254], [-0.2429, -5.9444, -0.3891], [-5.5191, 2.3097, 3.3283], [1.6053, 2.3051, -1.4435], [-0.4026, -2.6146, 1.0161], [1.4293, -1.1344, 4.5242], [-6.5059, -0.6274, 0.3597], [-6.6290, 2.3718, -2.7806], [-7.7409, 0.9597, -1.0655], [5.4515, -1.5228, 3.1093], [4.5258, 4.0206, 2.7967], [3.3612, 2.1778, -4.2291], [3.8692, -1.3648, 4.9871], [5.2333, 0.7516, -4.9407], [0.5306, 1.2387, -2.5126], [3.2195, 3.7420, 0.6665], [-7.2082, 1.8835, 3.0394], [4.9329, -0.7186, -0.2214], [5.5724, -1.4597, -3.8642], [6.0107, -1.4737, 0.9454], [0.4871, -6.5274, -2.6632], [-7.7763, 0.1043, 1.3319], [1.9642, -2.5658, -3.2048], [-5.5812, 0.0142, 2.4963], [-2.3827, 2.7703, -2.5786], [1.4627, 2.6027, -3.0884], [-3.4504, 0.5211, 2.7231], [2.8084, 1.1120, 1.6542], [-6.3427, 2.9171, 1.8926], [5.1999, 2.7170, 1.8064], [1.5655, -4.8100, -4.0925], [0.6445, -1.0692, 2.2365], [-7.5617, 2.2305, 0.1197], [2.2125, 3.3913, 2.0816], [4.9320, -2.4724, -0.0209], [-0.8576, -4.3012, 1.1768], [4.1943, 2.3406, 3.2167], [4.0703, -2.1818, -2.0795], [0.7481, -3.7727, 1.6751]], "forces_ev_per_a": [[-0.0951, -0.5556, -0.1240], [-0.9635, 1.2891, -0.3295], [0.0243, -0.0135, 0.0203], [0.2291, -0.1609, -0.0383], [-0.0789, 0.0733, -0.2487], [-0.1163, -0.1672, 0.6591], [-0.1480, 0.0114, -0.0976], [-0.0937, 0.1064, -0.1623], [0.1222, -0.0109, -0.0310], [-0.0308, 0.1410, -0.0331], [-0.0096, -0.0406, -0.0123], [-0.0096, 0.0628, 0.0596], [0.0012, -0.0065, -0.0154], [-0.0167, -0.0582, -0.0008], [-0.0195, -0.0041, -0.0011], [-0.0482, 0.0301, -0.0253], [-0.0260, 0.0067, 0.0230], [0.0443, 0.0235, 0.0009], [0.1091, -0.0197, 0.0158], [0.0473, 0.0204, 0.0186], [-0.1477, -0.1229, 0.0789], [0.1495, -0.2060, -0.0297], [0.0943, -0.0820, -0.1239], [0.0049, 0.0192, -0.0224], [0.0198, 0.0488, 0.0052], [-0.0771, 0.0323, -0.0780], [-0.0096, 0.0020, 0.0348], [0.0119, 0.0087, -0.0080], [0.0716, 0.0489, 0.0218], [0.0677, 0.0272, 0.0636], [-0.0056, 0.0474, -0.0117], [0.3321, 0.0862, 0.1885], [-0.0649, -0.0296, 0.0126], [-0.0106, 0.0488, -0.0389], [0.3876, -0.0355, -0.0187], [-0.0277, 0.0085, -0.0125], [0.2225, -0.4109, 0.1614], [0.0803, 0.0125, 0.0299], [0.0368, 0.0356, -0.0779], [0.0499, 0.0526, 0.0366], [0.0205, 0.0019, -0.0558], [-0.1757, -0.1063, -0.0924], [0.0511, -0.0242, 0.0634], [-0.0798, -0.0762, 0.0772], [-0.1236, -0.1633, 0.3091], [0.0084, 0.0066, -0.0106], [-0.0008, -0.0108, -0.0200], [0.2374, 0.1547, -0.1275], [0.0036, 0.0073, -0.0426], [0.0091, -0.0218, -0.0072], [0.0020, -0.0001, 0.0004], [0.0285, 0.0032, 0.0029], [-0.0037, -0.0255, -0.0014], [-0.0212, 0.0080, 0.0085], [-0.0089, -0.0233, -0.0143], [0.0076, -0.0078, 0.0023], [0.0016, -0.0068, -0.0199], [-0.0214, 0.0034, 0.0311], [-0.0572, 0.0131, 0.0462], [0.0077, 0.0124, -0.0311], [0.0223, -0.0070, -0.0108], [-0.0191, 0.0265, -0.0290], [-0.0233, -0.0002, 0.0071], [-0.0229, -0.0228, 0.0022], [0.0028, 0.0179, 0.0073], [-0.0031, 0.0035, -0.0100], [0.0264, 0.0091, 0.0010], [-0.0200, -0.0204, 0.0178], [-0.0160, -0.0115, -0.0027], [0.0468, 0.0378, -0.0381], [0.0225, -0.0027, -0.0083], [0.0563, -0.1072, 0.0425], [-0.0100, -0.0147, 0.0159], [-0.0336, 0.0123, -0.0156], [-0.0002, 0.0036, 0.0091], [0.0115, -0.0051, -0.0161], [-0.0130, 0.0068, -0.0143], [-0.0032, -0.0086, 0.0394], [-0.0279, 0.0258, -0.0097], [0.0251, -0.0297, 0.0017], [-0.0126, 0.0083, -0.0096], [-0.0191, -0.0048, 0.0395], [0.0175, 0.0191, -0.0266]], "mulliken_charge": [1.815, 0.725, -0.343, -1.384, -0.674, -0.598, -0.167, 0.136, -0.245, 0.721, -0.698, -0.203, -1.081, -0.245, -1.181, -1.334, -0.970, -0.447, 0.675, 0.996, -0.755, 0.478, 0.112, -1.149, -1.356, -0.054, -1.090, -1.365, -0.170, -1.089, -0.857, 0.154, -0.578, -0.850, 0.259, -0.665, -1.436, -0.767, -0.845, 2.391, 0.590, -0.592, -1.240, 1.593, -0.409, 0.428, 0.390, 0.542, 0.012, 0.512, 0.358, 0.543, 0.492, 0.400, 0.411, 0.374, 0.413, 0.425, 0.291, 0.377, 0.385, 0.195, 0.460, 0.483, 0.383, 0.433, 0.527, 0.498, 0.623, 0.555, 0.601, 0.022, 0.386, 0.276, 0.452, 0.213, 0.368, 0.237, 0.229, 0.521, 0.350, 0.731, 0.294], "e_homo_ev": [-10.23, -10.21], "fmax_ev_per_a": 1.643, "e_above_lowest_kj_mol": 84.2, "charge": 1, "gap_ev": [6.29, 6.38]}

{"formula": "C6H8BrN3", "method": "wB97M-V/def2-TZVPD", "elements": ["Br", "N", "N", "N", "C", "C", "C", "C", "C", "C", "H", "H", "H", "H", "H", "H", "H", "H"], "coordinates": [[2.3974, 3.2099, 0.9227], [-0.8259, -0.1319, -2.0468], [-0.4276, 0.0640, -0.8009], [-2.4539, -1.6045, -0.7480], [-0.7059, -0.5516, 0.3136], [-2.0091, -1.2432, 0.3848], [2.0190, 0.4284, 0.1899], [1.3150, 0.1809, 1.4159], [0.0234, -0.1367, 1.5037], [2.4188, 1.6223, -0.2065], [-2.6256, -1.3229, 1.2299], [3.0870, 1.7473, -1.0613], [-0.9252, 0.7533, -2.4725], [1.8023, 0.4388, 2.2692], [-1.4633, -0.9058, -2.1931], [-0.4908, -0.2780, 2.5025], [2.3198, -0.4299, -0.4707], [-3.4554, -1.8406, -0.7323]], "forces_ev_per_a": [[-0.3334, -0.7895, -0.6246], [-0.0108, -0.9913, 1.4220], [1.3831, 0.6638, 0.7484], [-1.5732, -0.8779, -0.6658], [-1.7620, 0.4150, -0.6349], [1.4426, 0.0324, -1.9092], [0.8067, -0.5156, -1.4813], [-2.0521, -0.1451, -0.7088], [-0.2027, -1.1538, 0.8607], [1.5794, 0.4812, 0.2395], [-0.4234, 0.2272, 1.6598], [-0.4762, 0.1692, 0.2263], [0.0556, 0.5731, -1.0120], [1.4519, 0.7251, 2.4992], [-0.5517, 0.2899, -0.1225], [0.7730, 0.2491, -1.2514], [-0.6184, 0.8731, 0.5256], [0.5115, -0.2257, 0.2288]], "nbo_charge": [-0.012, -0.565, -0.169, -0.677, 0.017, 0.088, -0.228, -0.213, -0.178, -0.247, 0.175, 0.215, 0.379, 0.212, 0.404, 0.213, 0.240, 0.345], "e_homo_ev": -7.91, "fmax_ev_per_a": 2.980, "e_above_lowest_kj_mol": 311.5, "charge": 0, "gap_ev": 8.40, "smiles": "[H]/N=C/C(/C=C\\C=C/Br)=N\\N"}

{"formula": "C2HF5", "method": "wB97M-V/def2-TZVPD", "elements": ["F", "F", "F", "F", "F", "C", "C", "H"], "coordinates": [[1.5820, -0.7840, 0.4047], [1.5105, 0.3626, -1.3904], [2.1366, 1.3026, 0.6054], [-2.6626, -1.1999, -0.6566], [-2.0739, -0.4048, 1.1792], [-1.9844, -0.2258, -0.1615], [1.2979, 0.4617, -0.0677], [0.1939, 0.4876, 0.0870]], "forces_ev_per_a": [[0.4301, -0.0192, 0.2752], [0.5810, 1.2002, 0.3866], [-1.3394, -0.4460, -1.5272], [0.0299, 0.1397, 0.0292], [0.0679, 0.2312, -1.6737], [-0.2460, -0.4757, 1.6636], [-0.4981, -2.2044, 0.6897], [0.9746, 1.5743, 0.1566]], "nbo_charge": [-0.353, -0.323, -0.317, -0.301, -0.345, 0.669, 0.842, 0.129], "e_homo_ev": -11.97, "fmax_ev_per_a": 2.363, "e_above_lowest_kj_mol": 265.4, "charge": 0, "gap_ev": 11.33}